(1)
{
  "formula": "C5H10N2",
  "method": "the ωB97M-V functional and the def2-TZVPD basis",
  "species": ["C", "C", "C", "C", "N", "C", "N", "H", "H", "H", "H", "H", "H", "H", "H", "H", "H"],
  "xyz": [[2.159, -0.868, 0.321], [0.614, -0.886, 0.625], [-0.027, 0.438, 0.279], [-1.179, 0.878, 0.767], [-2.262, 1.572, 0.135], [-2.643, 1.134, -0.981], [2.574, -1.651, -0.813], [2.505, -1.131, 1.333], [2.549, 0.162, 0.259], [0.070, -1.654, 0.043], [0.505, -1.135, 1.668], [0.492, 1.013, -0.479], [-1.592, 0.294, 1.600], [-2.051, 0.445, -1.600], [-3.527, 1.592, -1.436], [1.788, -2.110, -1.249], [3.069, -1.086, -1.481]],
  "smiles": "C=N/C=C/CCN",
  "charge": 0,
  "multiplicity": 1,
  "e_above_lowest_kcal_mol": 58.87,
  "homo_lumo_gap_ev": 9.66
}

***

(2)
{
  "formula": "C5H10N2",
  "method": "the ωB97M-V functional and the def2-TZVPD basis",
  "species": ["C", "C", "N", "C", "C", "C", "N", "H", "H", "H", "H", "H", "H", "H", "H", "H", "H"],
  "xyz": [[-2.094, -0.201, 0.068], [-1.186, -0.403, -1.134], [-0.250, 0.664, -1.547], [0.306, -0.459, -0.899], [1.151, -0.614, 0.252], [1.985, 0.450, 0.840], [1.027, 0.455, 1.890], [-2.787, 0.638, -0.086], [-1.493, -0.003, 0.963], [-2.699, -1.096, 0.255], [-1.631, -0.923, -1.986], [-0.255, 1.528, -1.006], [1.393, -0.988, -1.232], [1.169, -1.644, 0.589], [2.958, 0.091, 1.155], [2.076, 1.329, 0.193], [0.329, 1.176, 1.684]],
  "charge": 0,
  "multiplicity": 1,
  "e_above_lowest_kcal_mol": 117.90,
  "homo_lumo_gap_ev": 9.07
}